Formula: C3H6N2S3
Source: the OMol25 dataset
Level of theory: the ωB97M-V functional and the def2-TZVPD basis

Calculated values
E_HOMO (spin up / spin down)	-8.3 / -8.6	eV
SMILES string	[S-][N+]1=CCN(S)[C@@H]1S
total charge	0
largest force on an atom	0.1460	hartree/bohr
HOMO-LUMO gap (spin up / spin down)	7.849 / 7.701	eV
relative energy (zero: lowest compared OMol25 entry of this formula, charge and spin)	120.59	kcal/mol

Each line ends with the Mulliken charge.
CARTESIAN COORDINATES (ANGSTROEM)
S 2.8459 -0.5908 0.7617  -0.16
N 1.3164 -0.5215 0.4131  0.03
C 0.5185 -1.5612 -0.6065  -0.39
C -0.9186 -1.0663 -0.5535  -0.29
N -0.8724 0.2308 0.1644  -0.03
S -1.9174 0.6402 1.4529  -0.19
C 0.5143 0.6413 0.3246  -0.37
S 1.1475 1.7507 -1.1069  -0.22
H 0.8827 -2.5329 -0.6473  0.40
H -1.4873 -0.7567 -1.5121  0.22
H -1.6071 -1.8019 -0.1739  0.26
H -2.6647 1.6735 0.6593  0.16
H 0.6917 1.1463 1.3022  0.48
H 1.5505 2.7484 -0.4780  0.11

Force components x, y, z for each atom (eV/Å):
1.88 -0.05 0.75
-3.72 -4.41 -4.80
0.26 4.98 3.17
-0.41 1.16 -1.63
1.15 -0.13 1.04
-1.12 1.55 -2.40
-0.06 1.76 1.11
-1.55 -3.07 -1.26
0.59 -1.49 -0.10
1.56 -0.93 0.54
-0.15 -0.24 0.96
1.13 -1.78 1.68
-0.48 0.27 -0.97
0.92 2.35 1.92



Formula: C3H6N3
Source: the OMol25 dataset
Level of theory: the ωB97M-V functional and the def2-TZVPD basis

Calculated values
E_HOMO (spin up / spin down)	-14.2 / -14.2	eV
total charge	+1
largest force on an atom	0.0522	hartree/bohr
HOMO-LUMO gap (spin up / spin down)	10.071 / 10.070	eV
relative energy (zero: lowest compared OMol25 entry of this formula, charge and spin)	54.87	kcal/mol

Each line ends with the Mulliken charge.
CARTESIAN COORDINATES (ANGSTROEM)
C -0.9129 1.1777 -0.0032  -0.28
C -0.7630 -1.2380 -0.1041  -0.42
C 1.1919 0.1520 0.0242  0.54
N -1.4818 -0.1943 -0.0720  -0.05
N 0.4911 1.1229 -0.0276  -0.20
N 2.2897 -0.5054 0.0755  -0.35
H -1.2483 1.6670 0.9187  0.33
H -1.2607 1.7611 -0.8642  0.34
H -1.2414 -2.2031 -0.1557  0.29
H -2.5028 -0.1421 -0.0966  0.25
H 2.2873 -1.5019 -0.1121  0.29
H 3.1511 -0.0959 0.4173  0.28

Force components x, y, z for each atom (eV/Å):
-0.20 0.96 0.11
1.55 1.21 0.16
-2.66 -0.24 -0.25
-0.28 -0.01 -0.04
0.90 -0.55 -0.06
1.21 -0.88 0.11
-0.08 -0.19 -0.17
-0.07 -0.19 0.18
-0.31 -0.18 -0.02
0.14 -0.38 -0.02
-0.07 0.29 -0.03
-0.13 0.14 0.03



Formula: C3H6N3
Source: the OMol25 dataset
Level of theory: the ωB97M-V functional and the def2-TZVPD basis

Calculated values
E_HOMO (spin up / spin down)	-12.0 / -12.4	eV
SMILES string	[H]/N=N/C=[NH+]/C=C
total charge	+1
largest force on an atom	0.2428	hartree/bohr
HOMO-LUMO gap (spin up / spin down)	5.383 / 5.984	eV
relative energy (zero: lowest compared OMol25 entry of this formula, charge and spin)	138.61	kcal/mol

Each line ends with the Mulliken charge.
CARTESIAN COORDINATES (ANGSTROEM)
H 0.9040 3.0149 2.1646  0.31
N 1.4693 2.4621 1.6203  -0.49
N 0.9843 1.3581 1.2996  0.47
C 0.8908 0.1899 0.8684  0.11
N 0.3514 -0.0257 -0.4289  -0.23
C -0.3598 -1.1163 -0.5061  0.07
C -1.5223 -1.2938 -1.6655  -0.73
H 1.1357 -0.6675 1.5327  0.38
H 0.1995 0.8619 -1.0390  0.34
H -0.2328 -2.0871 0.0464  0.26
H -2.0358 -2.2532 -1.5332  0.26
H -1.7843 -0.4433 -2.3595  0.25

Force components x, y, z for each atom (eV/Å):
-2.52 1.48 2.11
1.57 -4.94 -3.81
1.25 4.70 2.89
-0.54 -1.09 -2.81
3.16 4.38 2.70
-8.64 -5.20 -7.36
5.06 1.40 5.27
-0.29 0.65 -0.55
0.11 -2.36 1.32
0.39 1.65 -0.14
0.15 0.63 -0.57
0.29 -1.29 0.94



Formula: C3H6N3
Source: the OMol25 dataset
Level of theory: the ωB97M-V functional and the def2-TZVPD basis

Calculated values
E_HOMO	-12.4	eV
total charge	+1
largest force on an atom	0.1176	hartree/bohr
HOMO-LUMO gap	7.021	eV
relative energy (zero: lowest compared OMol25 entry of this formula, charge and spin)	80.76	kcal/mol

Each line ends with the Mulliken charge.
CARTESIAN COORDINATES (ANGSTROEM)
C 2.5815 -0.3703 -0.9946  0.20
C -0.6546 -0.5155 1.0018  -0.27
C 0.8752 1.2087 0.0093  -0.39
N 1.8586 0.4817 -0.6509  0.05
N -0.4491 0.4247 0.0385  -0.22
N -1.5749 -1.4481 0.7592  -0.22
H 3.0255 -1.2430 -1.5050  0.40
H 1.2078 1.4453 1.0019  0.36
H 0.6266 2.1878 -0.6490  0.32
H -0.9782 0.5998 -0.8348  0.30
H -1.7915 -2.1669 1.3856  0.24
H -2.2029 -1.4452 -0.0890  0.21

Force components x, y, z for each atom (eV/Å):
-2.81 2.22 0.26
0.62 -0.81 -0.13
-5.02 2.28 -1.09
3.81 -4.49 -1.40
1.70 0.94 -0.64
-0.48 2.26 -2.68
0.12 0.81 0.56
0.15 0.11 0.46
0.95 -2.13 1.69
0.11 -0.49 0.60
-0.01 -0.77 1.28
0.86 0.07 1.08



Formula: C3H6N3
Source: the OMol25 dataset
Level of theory: the ωB97M-V functional and the def2-TZVPD basis

Calculated values
E_HOMO (spin up / spin down)	-13.6 / -13.6	eV
total charge	+1
largest force on an atom	0.1156	hartree/bohr
HOMO-LUMO gap (spin up / spin down)	9.886 / 9.885	eV
relative energy (zero: lowest compared OMol25 entry of this formula, charge and spin)	89.70	kcal/mol

Each line ends with the Mulliken charge.
CARTESIAN COORDINATES (ANGSTROEM)
C -1.3196 -0.2628 0.4458  -0.48
C -0.4304 0.8878 0.4124  0.01
C 1.7877 -1.4902 -0.3493  -0.03
N -0.1671 -1.0046 0.9563  -0.83
N 0.8121 -1.1656 0.2164  0.41
N 0.0148 1.3215 -0.6643  -0.23
H -2.0194 -0.1946 1.2623  0.29
H -1.8491 -0.5328 -0.3670  0.37
H 0.0594 1.2724 1.3371  0.38
H 2.6667 -1.8419 -0.9493  0.53
H -0.3855 1.0291 -1.5962  0.30
H 0.8304 1.9818 -0.7041  0.29

Force components x, y, z for each atom (eV/Å):
1.51 1.45 3.73
-1.09 0.24 3.48
-0.67 0.55 0.16
-1.02 -0.61 1.43
3.23 -2.31 -2.64
2.24 2.04 -5.11
-0.12 -0.12 0.38
-1.17 -1.11 -3.26
-0.99 -0.29 -0.64
-1.35 0.53 1.00
0.65 0.51 1.47
-1.22 -0.89 0.01



Formula: C3H6N3
Source: the OMol25 dataset
Level of theory: the ωB97M-V functional and the def2-TZVPD basis

Calculated values
E_HOMO	-15.5	eV
total charge	+1
largest force on an atom	0.1241	hartree/bohr
HOMO-LUMO gap	9.919	eV
relative energy (zero: lowest compared OMol25 entry of this formula, charge and spin)	78.37	kcal/mol

Each line ends with the Mulliken charge.
CARTESIAN COORDINATES (ANGSTROEM)
C 1.7481 -0.5016 0.4476  -0.13
C 0.2992 0.9374 -0.3151  0.00
C -1.7309 -0.5013 0.0292  -0.60
N 0.5566 -1.0556 0.5261  -0.67
N 1.5832 0.7679 -0.1572  -0.06
N -0.3391 -0.1880 0.1033  0.57
H 2.6673 -0.9872 0.6840  0.41
H -0.8753 2.0407 -0.9698  0.41
H -2.3525 0.4221 -0.1219  0.25
H -2.0200 -1.3945 -0.7544  0.27
H -1.8498 -0.9352 0.9986  0.30
H 2.3131 1.3953 -0.4704  0.23

Force components x, y, z for each atom (eV/Å):
-2.33 0.62 -1.32
-5.92 1.57 -1.80
-1.72 -1.85 -1.31
1.75 -1.00 1.15
1.08 -0.87 0.75
2.26 2.84 -1.99
0.41 0.04 0.12
3.82 -2.71 1.74
0.73 -1.06 0.15
1.08 2.55 1.67
-1.13 -0.21 0.62
-0.05 0.07 0.21



Formula: C3H6N3O
Source: the OMol25 dataset
Level of theory: the ωB97M-V functional and the def2-TZVPD basis

Calculated values
E_HOMO (spin up / spin down)	-13.3 / -13.3	eV
SMILES string	[H]/N=N/C=C\C(=[NH2+])O
total charge	+1
largest force on an atom	0.0933	hartree/bohr
HOMO-LUMO gap (spin up / spin down)	8.127 / 8.127	eV
relative energy (zero: lowest compared OMol25 entry of this formula, charge and spin)	71.27	kcal/mol

Each line ends with the Mulliken charge.
CARTESIAN COORDINATES (ANGSTROEM)
H -3.2531 0.7785 -0.8488  0.33
N -2.6145 0.8113 0.0809  -0.59
N -1.7115 0.0130 -0.0238  0.25
C -0.8943 -1.0121 0.0640  0.27
C 0.4632 -1.0382 -0.0108  -0.89
C 1.2159 0.0754 -0.0662  0.94
N 0.7479 1.3550 -0.0757  -0.33
O 2.5115 -0.0371 0.1471  -0.53
H -1.6358 -1.8328 0.2721  0.39
H 0.9686 -1.9438 -0.1576  0.38
H -0.2188 1.6109 0.0842  0.14
H 1.3558 2.0514 0.0210  0.21
H 3.0651 -0.8317 0.5137  0.41

Force components x, y, z for each atom (eV/Å):
1.60 0.41 1.81
-0.97 -0.75 -1.82
0.02 -0.37 -0.23
-3.60 0.57 0.45
-1.04 -0.90 -0.85
1.01 1.75 1.98
-2.24 -4.19 -0.65
2.30 0.13 0.06
1.51 0.03 -0.07
0.34 -1.25 0.25
0.36 -0.40 -0.28
3.23 3.36 0.55
-2.53 1.62 -1.22



Formula: C3H6N3O
Source: the OMol25 dataset
Level of theory: the ωB97M-V functional and the def2-TZVPD basis

Calculated values
E_HOMO (spin up / spin down)	-14.3 / -14.3	eV
SMILES string	Cn1cc[n+](=O)[nH]1
total charge	+1
largest force on an atom	0.0851	hartree/bohr
HOMO-LUMO gap (spin up / spin down)	9.410 / 9.411	eV
relative energy (zero: lowest compared OMol25 entry of this formula, charge and spin)	89.94	kcal/mol

Each line ends with the Mulliken charge.
CARTESIAN COORDINATES (ANGSTROEM)
C -0.3837 -0.2177 1.1963  -0.75
N -0.0669 0.0281 -0.1620  0.34
C 1.1066 -0.1186 -0.8911  -0.21
C 0.7809 0.1314 -2.1559  -0.28
N -0.5528 0.4473 -2.2551  0.74
O -1.1604 0.7291 -3.2379  -0.63
N -1.0824 0.3262 -1.0311  -0.24
H -0.3986 -1.3199 1.3642  0.33
H 0.2282 0.4383 1.9034  0.33
H -1.3897 0.1598 1.1730  0.33
H 2.0746 -0.2561 -0.4227  0.43
H 1.4067 0.4355 -3.0642  0.36
H -2.1062 0.4535 -0.7423  0.25

Force components x, y, z for each atom (eV/Å):
-0.04 0.04 1.24
2.01 -0.13 -2.13
-1.95 0.53 2.48
1.46 1.66 -3.78
0.62 -0.85 1.00
-1.24 0.62 -1.19
-0.36 -0.07 0.97
0.21 0.97 0.44
-0.71 -1.28 -0.95
-0.65 -0.07 1.27
-0.32 -0.20 0.01
-1.00 -1.05 1.55
1.96 -0.17 -0.89



Formula: C3H6N3O2
Source: the OMol25 dataset
Level of theory: the ωB97M-V functional and the def2-TZVPD basis

Calculated values
E_HOMO (spin up / spin down)	-16.2 / -16.1	eV
total charge	+1
largest force on an atom	0.0600	hartree/bohr
HOMO-LUMO gap (spin up / spin down)	8.014 / 7.986	eV
relative energy (zero: lowest compared OMol25 entry of this formula, charge and spin)	103.58	kcal/mol

Each line ends with the Mulliken charge.
CARTESIAN COORDINATES (ANGSTROEM)
C -0.5029 0.1298 -0.0714  0.85
C 0.1247 -2.3287 -0.0134  -0.58
C -0.8779 2.3802 0.0474  -0.63
N 3.4166 0.2378 0.0614  -0.32
N 2.4139 -0.0990 0.3195  0.32
N 0.2234 -1.0073 -0.1541  0.06
O -1.5025 -0.1711 -0.7633  -0.39
O -0.0980 1.1795 0.4643  -0.29
H -0.8581 -2.8975 0.0935  0.36
H 0.3420 -2.8168 -0.9695  0.32
H 0.6519 -2.4750 1.0263  0.37
H -1.2024 2.2626 -1.0378  0.32
H -0.3664 3.3496 0.3587  0.26
H -1.7644 2.2560 0.6385  0.34

Force components x, y, z for each atom (eV/Å):
-1.62 -1.41 -0.59
-0.81 -2.86 0.82
-0.72 0.63 -0.38
0.07 0.05 -0.03
0.39 0.00 0.22
-1.54 1.76 -1.50
1.79 0.24 0.84
0.70 1.64 -0.07
0.12 1.62 1.03
1.79 -0.26 0.52
-0.28 -0.54 -1.75
0.96 0.46 1.35
-0.24 -1.77 -0.71
-0.62 0.44 0.24



What is the formula in the fifth record?
C3H6N3



Which formula does entry 3 have?
C3H6N3



Number 3 is which compound?
C3H6N3



Please write out number 6 again, unchanged.
Formula: C3H6N3
Source: the OMol25 dataset
Level of theory: the ωB97M-V functional and the def2-TZVPD basis

Calculated values
E_HOMO	-15.5	eV
total charge	+1
largest force on an atom	0.1241	hartree/bohr
HOMO-LUMO gap	9.919	eV
relative energy (zero: lowest compared OMol25 entry of this formula, charge and spin)	78.37	kcal/mol

Each line ends with the Mulliken charge.
CARTESIAN COORDINATES (ANGSTROEM)
C 1.7481 -0.5016 0.4476  -0.13
C 0.2992 0.9374 -0.3151  0.00
C -1.7309 -0.5013 0.0292  -0.60
N 0.5566 -1.0556 0.5261  -0.67
N 1.5832 0.7679 -0.1572  -0.06
N -0.3391 -0.1880 0.1033  0.57
H 2.6673 -0.9872 0.6840  0.41
H -0.8753 2.0407 -0.9698  0.41
H -2.3525 0.4221 -0.1219  0.25
H -2.0200 -1.3945 -0.7544  0.27
H -1.8498 -0.9352 0.9986  0.30
H 2.3131 1.3953 -0.4704  0.23

Force components x, y, z for each atom (eV/Å):
-2.33 0.62 -1.32
-5.92 1.57 -1.80
-1.72 -1.85 -1.31
1.75 -1.00 1.15
1.08 -0.87 0.75
2.26 2.84 -1.99
0.41 0.04 0.12
3.82 -2.71 1.74
0.73 -1.06 0.15
1.08 2.55 1.67
-1.13 -0.21 0.62
-0.05 0.07 0.21